{"formula": "CH5BOS", "method": "wB97M-V/def2-TZVPD", "gap_ev": 9.00, "max_force_ha_per_bohr": 0.0761, "relative_energy_kj_mol": 118.36, "smiles": "OBCS", "energy_ha": -539.38447, "elements": ["O", "B", "C", "S", "H", "H", "H", "H", "H"], "coordinates": [[1.03486, -0.90896, 0.40244], [-0.01414, -0.57636, -0.35667], [-0.57404, 0.81979, 0.01830], [0.41724, 1.76302, 1.20688], [1.47541, -1.84073, 0.33011], [-0.58819, -1.32785, -1.12026], [-1.55821, 0.48764, 0.46468], [-0.88029, 1.67971, -0.77123], [0.13884, 0.92068, 2.35419]]}

---

{"formula": "CH5BrN2P", "method": "wB97M-V/def2-TZVPD", "total_charge": 1, "gap_ev": [8.54, 6.70], "max_force_ha_per_bohr": 0.1043, "relative_energy_kj_mol": 280.81, "energy_ha": -3065.63054, "elements": ["C", "N", "N", "P", "Br", "H", "H", "H", "H", "H"], "coordinates": [[0.03765, 0.08308, -0.41060], [0.04534, 0.35729, -1.64845], [-0.23270, -1.12537, 0.06250], [1.21024, 1.14991, 0.57260], [-0.41449, -0.09561, 3.34932], [-0.42763, -0.23930, -2.22183], [0.08705, 1.32072, -1.89943], [-0.42343, -1.88672, -0.45503], [-0.26694, -1.27399, 1.12328], [0.38491, 1.70998, 1.52764]]}

---

{"formula": "CH5Cl2NO2P", "method": "wB97M-V/def2-TZVPD", "total_charge": 1, "gap_ev": 9.83, "max_force_ha_per_bohr": 0.0591, "relative_energy_kj_mol": 76.76, "energy_ha": -1507.84251, "elements": ["C", "N", "O", "O", "P", "Cl", "Cl", "H", "H", "H", "H", "H"], "coordinates": [[-0.40448, -1.14006, 1.56055], [0.31022, 1.22756, -1.59954], [-0.14129, 3.55682, -2.84688], [-0.06274, -0.25231, 0.84777], [-0.71035, 2.25190, -2.93723], [-2.58285, 2.08217, -2.28527], [-0.37273, 1.30476, -4.63207], [-0.81521, -0.78889, 2.56277], [-0.12286, -2.15744, 1.12081], [0.99364, 1.99755, -1.53668], [0.76718, 0.29177, -2.00855], [0.05739, 0.84947, -0.60489]]}

---

{"formula": "CH5ClCoO4", "method": "wB97M-V/def2-TZVPD", "gap_ev": [9.49, 9.38], "max_force_ha_per_bohr": 0.0497, "energy_ha": -2184.61781, "spin_multiplicity": 4, "elements": ["Co", "C", "H", "H", "H", "H", "H", "O", "Cl", "O", "O", "O"], "coordinates": [[0.22776, -0.04533, -0.85452], [0.20587, -0.08063, -3.30192], [1.25617, 0.12586, -3.08076], [0.06832, -1.10569, -3.65759], [-0.10132, 0.57888, -4.12575], [-0.67746, 0.20511, -2.42451], [-1.22969, 0.38367, -1.54855], [1.40219, -0.48297, 2.77903], [1.67914, -0.44134, 1.36830], [3.06666, -0.66186, 1.07407], [0.85404, -1.43770, 0.60923], [1.25142, 0.86201, 0.76057]]}

---

{"formula": "CH5ClCrO4", "method": "wB97M-V/def2-TZVPD", "gap_ev": [8.83, 9.31], "max_force_ha_per_bohr": 0.0385, "energy_ha": -1846.35406, "spin_multiplicity": 5, "elements": ["Cr", "C", "H", "H", "H", "H", "H", "O", "Cl", "O", "O", "O"], "coordinates": [[-0.42460, 0.43749, 0.18816], [0.19574, -0.14510, -2.40140], [0.85128, -0.09307, -1.51501], [0.05533, -1.18889, -2.71994], [0.38357, 0.58015, -3.17968], [-0.76580, 0.09281, -2.01366], [-1.61608, -0.26284, -0.78954], [0.49611, 2.85561, 2.34910], [1.04480, 1.56107, 2.08126], [2.13872, 1.29404, 2.95349], [-0.08383, 0.49230, 2.15461], [1.41587, 1.43383, 0.62922]]}

---

{"formula": "CH5ClN2", "method": "wB97M-V/def2-TZVPD", "gap_ev": [9.32, 8.81], "max_force_ha_per_bohr": 0.0765, "relative_energy_kj_mol": 437.82, "energy_ha": -610.62479, "elements": ["C", "N", "N", "Cl", "H", "H", "H", "H", "H"], "coordinates": [[0.89033, 0.68612, -0.00502], [0.59698, -0.71201, 0.11278], [-1.56010, -0.89224, -0.05854], [-2.16463, 0.58800, 0.19983], [1.92211, 0.71602, -0.24666], [0.44801, 1.05139, -0.97612], [0.92592, 1.13784, 0.99407], [0.61718, -1.08294, -0.76117], [-1.67579, -1.49220, 0.74084]]}

---

{"formula": "CH5ClNP", "method": "wB97M-V/def2-TZVPD", "gap_ev": 8.73, "max_force_ha_per_bohr": 0.0840, "relative_energy_kj_mol": 119.14, "energy_ha": -897.38760, "elements": ["C", "N", "P", "Cl", "H", "H", "H", "H", "H"], "coordinates": [[-0.38295, -0.96633, 0.69947], [-0.26018, 1.40756, -0.94081], [0.17340, 0.78226, 0.57460], [2.61087, -0.40153, 0.32954], [-0.55814, -1.53942, -0.24728], [-1.36122, -0.75895, 1.05874], [0.24375, -1.42608, 1.46251], [-0.59494, 0.65464, -1.63165], [0.12941, 2.24786, -1.30512]]}

---

{"formula": "CH5ClO2SSi", "method": "wB97M-V/def2-TZVPD", "gap_ev": 8.89, "max_force_ha_per_bohr": 0.0382, "relative_energy_kj_mol": 57.07, "energy_ha": -1339.46586, "elements": ["C", "O", "O", "Si", "S", "Cl", "H", "H", "H", "H", "H"], "coordinates": [[0.59851, -1.04859, -0.08607], [-2.04316, 0.48618, -0.88048], [-2.65089, -0.24349, 1.39086], [1.04944, 0.80964, -0.15088], [-2.88698, 0.59873, 0.26547], [2.96870, 0.78525, 0.43116], [1.26275, -1.80482, -0.56097], [0.49600, -1.39419, 0.89430], [-0.41418, -1.09749, -0.46010], [0.30825, 1.82706, 0.68558], [1.31156, 1.08172, -1.52887]]}

---

{"formula": "CH5FS", "method": "wB97M-V/def2-TZVPD", "gap_ev": 8.80, "max_force_ha_per_bohr": 0.0911, "relative_energy_kj_mol": 141.93, "energy_ha": -539.08087, "elements": ["C", "H", "H", "H", "H", "H", "F", "S"], "coordinates": [[1.37006, -0.16925, 0.05351], [-3.18626, -0.02583, -0.30334], [1.92260, 0.58493, -0.50939], [1.56226, -0.05473, 1.12196], [1.72026, -1.15618, -0.25544], [-0.62466, 1.13657, 0.12333], [-2.35985, -0.20405, 0.08484], [-0.40442, -0.11147, -0.31547]]}

---

{"formula": "CH5IN2O", "method": "wB97M-V/def2-TZVPD", "gap_ev": 8.26, "max_force_ha_per_bohr": 0.0813, "relative_energy_kj_mol": 41.01, "smiles": "O=NI.CN", "energy_ha": -523.42052, "elements": ["O", "N", "I", "C", "N", "H", "H", "H", "H", "H"], "coordinates": [[-3.20693, -0.53012, 1.76937], [-2.39779, -1.19456, 1.19093], [-2.03700, -3.13590, 1.69164], [-0.30016, 0.00804, -0.45831], [0.06785, -0.15951, 0.93152], [-0.96087, 0.82987, -0.58619], [0.58900, 0.17908, -0.93437], [-0.84759, -0.87285, -0.71439], [0.99482, 0.16528, 1.16674], [-0.54309, 0.28630, 1.51844]]}